Model a:
Entry from the Open Molecules 2025 dataset: a cluster of 4 separate species, C4H16N8O4 in total (ωB97M-V with the def2-TZVPD basis set).

Computed properties:
SMILES string: NC(N)=O.NC(N)=O.NC(N)=O.NC(N)=O
HOMO energy in Ha: -0.3357
Kohn-Sham gap in Eh: 0.346
2S+1: 1

Last column: Löwdin charge in e.
Geometry (Å):
N -0.755 4.938 2.697  0.165
C -0.471 4.376 3.818  -0.761
N 0.168 3.234 3.734  0.163
O -0.891 4.835 4.915  -0.025
H -0.271 4.576 1.887  0.108
H -1.008 5.912 2.607  0.123
H 0.329 2.738 2.869  0.106
H 0.002 2.691 4.569  0.118
N 0.006 -2.861 -4.127  0.154
C -1.198 -2.889 -4.603  -0.826
N -1.356 -4.079 -5.050  0.155
O -2.049 -2.055 -4.488  0.061
H 0.123 -2.085 -3.492  0.110
H 0.470 -3.734 -3.918  0.114
H -0.664 -4.813 -5.006  0.115
H -2.145 -4.294 -5.643  0.125
N 2.130 -0.979 2.228  0.175
C 1.392 -1.709 3.018  -0.830
N 2.073 -2.513 3.687  0.157
O 0.170 -1.818 3.045  0.018
H 1.659 -0.373 1.572  0.115
H 3.113 -0.989 2.457  0.110
H 3.066 -2.579 3.517  0.115
H 1.557 -3.302 4.051  0.135
N -1.614 0.623 -1.418  0.161
C -0.443 1.211 -1.281  -0.843
N 0.051 1.184 -2.454  0.151
O 0.072 1.610 -0.310  0.074
H -2.259 0.561 -0.643  0.122
H -1.821 0.225 -2.322  0.098
H 0.966 1.564 -2.649  0.125
H -0.403 0.794 -3.268  0.111

---

Model b:
Entry from the Open Molecules 2025 dataset: a cluster of 4 separate species, C4H16N8O4 in total (ωB97M-V with the def2-TZVPD basis set).

Computed properties:
SMILES string: NC(N)=O.NC(N)=O.NC(N)=O.NC(N)=O
HOMO energy in Ha: -0.3557
Kohn-Sham gap in Eh: 0.355
2S+1: 1

Last column: Löwdin charge in e.
Geometry (Å):
N 3.427 1.928 3.692  0.154
C 4.427 2.373 3.027  -0.754
N 4.544 1.696 1.883  0.143
O 5.225 3.199 3.511  0.004
H 2.774 1.289 3.261  0.111
H 3.305 2.117 4.676  0.127
H 3.949 0.920 1.634  0.103
H 5.508 1.730 1.583  0.113
N -1.493 1.690 -7.386  0.165
C -1.547 0.448 -7.186  -0.792
N -0.295 -0.011 -6.968  0.129
O -2.512 -0.231 -7.474  0.041
H -0.608 2.118 -7.156  0.119
H -2.374 2.082 -7.685  0.138
H 0.531 0.565 -7.043  0.094
H -0.181 -0.948 -7.327  0.106
N -3.353 -0.613 5.321  0.156
C -3.456 -1.860 5.556  -0.804
N -2.468 -2.536 4.917  0.144
O -4.260 -2.284 6.306  0.074
H -3.748 0.232 5.707  0.130
H -2.771 -0.416 4.519  0.103
H -1.916 -2.118 4.181  0.091
H -2.196 -3.505 5.006  0.106
N -0.777 -1.716 -0.980  0.177
C -0.006 -1.010 -0.305  -0.868
N 0.633 -0.234 -1.083  0.161
O 0.059 -0.990 0.914  0.021
H -1.422 -2.319 -0.491  0.134
H -0.689 -1.823 -1.980  0.127
H 0.907 0.583 -0.555  0.125
H 0.782 -0.356 -2.074  0.123

---

The structure with the greatest stability is model a.

---

Model a:
Entry from the Open Molecules 2025 dataset: the molecule C21H27ClN2O5 (ωB97M-V with the def2-TZVPD basis set).

Computed properties:
SMILES string: COc1c(C)cc(C(=O)NCCCOCCNC(=O)C#C[C@H]2CCOC2)cc1Cl
HOMO energy in Ha: -0.3391
Kohn-Sham gap in Eh: 0.358
2S+1: 1

Last column: Löwdin charge in e.
Geometry (Å):
C 5.138 1.428 5.314  -0.073
O 3.922 2.161 5.232  -0.122
C 3.029 1.666 4.311  -0.276
C 2.987 2.211 3.019  -0.167
C 3.912 3.354 2.627  -0.021
C 2.069 1.718 2.087  0.037
C 1.184 0.682 2.419  -0.108
C 0.202 0.179 1.385  -0.436
O -0.100 0.864 0.412  0.061
N -0.284 -1.057 1.571  0.073
C -1.248 -1.715 0.689  -0.156
C -2.696 -1.265 0.945  -0.140
C -3.735 -2.105 0.193  -0.219
O -3.438 -2.039 -1.192  -0.154
C -4.297 -2.807 -2.022  -0.193
C -4.006 -2.495 -3.504  -0.132
N -4.427 -1.150 -3.934  0.066
C -3.871 0.037 -3.657  -0.529
O -4.570 1.040 -3.598  0.060
C -2.432 0.054 -3.425  0.106
C -1.239 0.155 -3.184  0.070
C 0.196 0.310 -2.882  -0.302
C 1.117 -0.194 -3.975  -0.134
C 2.444 0.475 -3.623  -0.186
O 2.074 1.676 -2.941  -0.130
C 0.656 1.761 -2.757  -0.146
C 1.224 0.161 3.722  -0.056
C 2.134 0.646 4.660  -0.567
Cl 2.124 -0.030 6.252  0.720
H 5.792 1.895 6.050  0.095
H 4.969 0.397 5.627  0.076
H 5.666 1.418 4.359  0.089
H 3.544 3.896 1.755  0.081
H 3.980 4.077 3.442  0.085
H 4.915 2.983 2.423  0.082
H 2.039 2.148 1.093  0.125
H 0.103 -1.593 2.326  0.122
H -0.995 -1.575 -0.366  0.113
H -1.174 -2.793 0.841  0.124
H -2.917 -1.294 2.012  0.116
H -2.801 -0.222 0.640  0.120
H -3.709 -3.139 0.544  0.120
H -4.736 -1.715 0.384  0.124
H -4.130 -3.868 -1.826  0.121
H -5.344 -2.590 -1.802  0.123
H -2.938 -2.628 -3.692  0.120
H -4.503 -3.235 -4.132  0.118
H -5.403 -1.034 -4.146  0.142
H 0.399 -0.207 -1.942  0.133
H 1.188 -1.282 -4.001  0.121
H 0.788 0.143 -4.961  0.124
H 3.008 -0.169 -2.946  0.116
H 3.020 0.684 -4.526  0.117
H 0.236 2.392 -3.544  0.130
H 0.400 2.203 -1.793  0.118
H 0.537 -0.611 4.039  0.100

---

Model b:
Entry from the Open Molecules 2025 dataset: the molecule C21H27ClN2O5 (ωB97M-V with the def2-TZVPD basis set).

Computed properties:
SMILES string: COc1c(C)cc(C(=O)NCCCOCCNC(=O)C#C[C@H]2CCOC2)cc1Cl
HOMO energy in Ha: -0.3391
Kohn-Sham gap in Eh: 0.360
2S+1: 1

Last column: Löwdin charge in e.
Geometry (Å):
C -6.293 3.067 0.298  -0.065
O -5.990 1.684 0.122  -0.124
C -4.707 1.356 0.463  -0.290
C -3.726 1.298 -0.529  -0.166
C -4.073 1.612 -1.958  -0.010
C -2.438 0.930 -0.169  0.043
C -2.121 0.597 1.142  -0.122
C -0.711 0.183 1.436  -0.433
O 0.231 0.608 0.785  0.066
N -0.549 -0.698 2.456  0.071
C 0.756 -1.275 2.738  -0.172
C 1.124 -2.382 1.755  -0.151
C 2.481 -2.992 2.038  -0.223
O 3.459 -1.972 1.980  -0.150
C 4.761 -2.445 1.706  -0.206
C 5.649 -1.238 1.463  -0.150
N 5.073 -0.329 0.477  0.064
C 4.840 -0.811 -0.792  -0.511
O 5.600 -1.552 -1.378  0.081
C 3.621 -0.272 -1.388  0.110
C 2.564 0.153 -1.766  0.049
C 1.272 0.664 -2.197  -0.298
C 1.267 1.385 -3.551  -0.108
C -0.207 1.293 -3.958  -0.176
O -0.791 0.235 -3.185  -0.150
C 0.235 -0.427 -2.460  -0.165
C -3.101 0.649 2.123  -0.054
C -4.385 1.030 1.777  -0.560
Cl -5.613 1.094 3.001  0.722
H -7.324 3.201 -0.017  0.095
H -6.191 3.358 1.345  0.074
H -5.638 3.689 -0.317  0.090
H -3.261 1.304 -2.615  0.070
H -4.987 1.099 -2.256  0.091
H -4.244 2.681 -2.097  0.084
H -1.669 0.885 -0.930  0.105
H -1.366 -1.173 2.799  0.133
H 1.493 -0.477 2.683  0.121
H 0.746 -1.654 3.762  0.127
H 0.369 -3.173 1.789  0.121
H 1.127 -1.964 0.746  0.111
H 2.500 -3.473 3.026  0.128
H 2.700 -3.763 1.290  0.124
H 5.154 -3.037 2.543  0.129
H 4.746 -3.082 0.813  0.124
H 5.786 -0.675 2.386  0.122
H 6.628 -1.570 1.119  0.124
H 4.270 0.167 0.840  0.128
H 0.881 1.315 -1.412  0.136
H 1.622 2.411 -3.483  0.121
H 1.904 0.846 -4.253  0.122
H -0.753 2.211 -3.730  0.116
H -0.326 1.076 -5.021  0.117
H 0.675 -1.240 -3.050  0.135
H -0.192 -0.836 -1.545  0.116
H -2.880 0.428 3.159  0.111

---

The structure with the greatest stability is model b.

---

Model a:
Entry from the Open Molecules 2025 dataset: a cluster of 2 separate species, C5H11NO in total (ωB97M-V with the def2-TZVPD basis set).

Computed properties:
SMILES string: C=NCC.CC=O
HOMO energy in Ha: -0.3552
Kohn-Sham gap in Eh: 0.395
2S+1: 1

Last column: Löwdin charge in e.
Geometry (Å):
C -0.118 0.645 1.703  -0.076
N -0.231 -0.502 1.184  -0.038
C -1.372 -0.811 0.327  -0.295
C -2.224 0.341 -0.198  -0.114
H -0.827 1.470 1.563  0.072
H 0.744 0.845 2.344  0.070
H -0.970 -1.373 -0.524  0.102
H -1.987 -1.520 0.897  0.112
H -3.046 -0.065 -0.797  0.075
H -1.627 0.992 -0.845  0.065
H -2.670 0.941 0.603  0.063
C 2.496 -0.588 -0.748  -0.057
C 1.470 0.447 -1.109  -0.342
O 0.605 0.299 -1.942  0.021
H 2.456 -1.421 -1.453  0.082
H 2.268 -0.953 0.261  0.072
H 3.498 -0.145 -0.732  0.078
H 1.536 1.397 -0.535  0.112

---

Model b:
Entry from the Open Molecules 2025 dataset: the molecule C5H11NO (ωB97M-V with the def2-TZVPD basis set).

Computed properties:
SMILES string: CNC(C)(C)C=O
HOMO energy in Ha: -0.3216
Kohn-Sham gap in Eh: 0.339
2S+1: 1

Last column: Löwdin charge in e.
Geometry (Å):
C -1.042 -0.521 1.711  -0.140
N 0.259 -0.339 1.097  -0.070
C 0.309 0.173 -0.245  -0.590
C -0.872 0.991 -0.748  -0.034
C 1.643 0.856 -0.509  -0.037
C 0.338 -1.298 -0.884  -0.253
O 1.100 -1.601 -1.782  0.059
H -1.521 0.451 1.835  0.084
H -0.898 -0.969 2.693  0.080
H -1.723 -1.163 1.135  0.075
H 0.607 -1.467 0.804  0.184
H -1.814 0.448 -0.687  0.075
H -0.959 1.901 -0.153  0.088
H -0.696 1.265 -1.787  0.092
H 1.645 1.847 -0.057  0.084
H 1.813 0.917 -1.582  0.083
H 2.463 0.281 -0.084  0.084
H -0.652 -1.773 -0.757  0.136

---

The structure with the greatest stability is model a.

---

Model a:
Entry from the Open Molecules 2025 dataset: the molecule C5H11NO (ωB97M-V with the def2-TZVPD basis set).

Computed properties:
SMILES string: CC[C@@H](C)NC=O
HOMO energy in Ha: -0.3581
Kohn-Sham gap in Eh: 0.391
2S+1: 1

Last column: Löwdin charge in e.
Geometry (Å):
C -1.678 -0.491 -1.241  -0.102
C -1.252 0.324 -0.026  -0.227
C 0.272 0.434 0.099  -0.397
C 0.694 1.580 1.015  -0.056
N 0.837 -0.826 0.564  0.045
C 1.773 -1.532 -0.121  -0.363
O 2.189 -1.261 -1.230  0.009
H -1.432 0.043 -2.165  0.078
H -1.159 -1.455 -1.269  0.072
H -2.755 -0.683 -1.239  0.070
H -1.680 1.332 -0.083  0.110
H -1.650 -0.125 0.896  0.112
H 0.705 0.585 -0.894  0.140
H 0.334 2.536 0.621  0.080
H 0.272 1.454 2.021  0.080
H 1.783 1.627 1.100  0.081
H 0.618 -1.126 1.504  0.138
H 2.126 -2.414 0.448  0.129

---

Model b:
Entry from the Open Molecules 2025 dataset: a cluster of 2 separate species, C5H11NO in total (ωB97M-V with the def2-TZVPD basis set).

Computed properties:
SMILES string: C=C/C(C)=C/N.O
HOMO energy in Ha: -0.2803
Kohn-Sham gap in Eh: 0.302
2S+1: 1

Last column: Löwdin charge in e.
Geometry (Å):
C 2.495 0.335 1.134  -0.035
C 1.318 0.068 0.472  -0.152
C -0.154 0.217 0.809  -0.272
C -1.298 -0.095 -0.136  -0.061
C -0.293 0.834 2.039  -0.149
N -1.646 1.059 2.457  -0.001
H 2.731 1.209 1.773  0.048
H 3.162 -0.547 1.201  0.056
H 1.423 -0.760 -0.250  0.086
H -1.744 0.916 -0.323  0.096
H -2.123 -0.784 0.245  0.111
H -1.070 -0.535 -1.007  0.016
H 0.419 1.508 2.539  0.120
H -2.204 1.128 1.588  0.042
H -1.855 2.076 2.604  0.093
O 0.643 -2.296 -4.850  -0.096
H 0.476 -1.961 -5.771  0.055
H -0.280 -2.371 -4.522  0.040

---

Model c:
Entry from the Open Molecules 2025 dataset: the molecule C5H11NO (ωB97M-V with the def2-TZVPD basis set).

Computed properties:
SMILES string: C[C@H]1CN1CCO
HOMO energy in Ha: -0.3382
Kohn-Sham gap in Eh: 0.380
2S+1: 1

Last column: Löwdin charge in e.
Geometry (Å):
C -2.097 0.796 0.477  -0.060
C -0.668 1.059 0.064  -0.346
C 0.367 1.496 1.037  -0.112
N 0.304 0.118 0.592  -0.093
C 1.369 -0.425 -0.240  -0.190
C 0.850 -1.477 -1.213  -0.248
O 0.862 -2.726 -0.528  -0.086
H -2.533 0.003 -0.141  0.071
H -2.729 1.687 0.388  0.073
H -2.119 0.457 1.518  0.079
H -0.528 1.422 -0.959  0.140
H 0.112 1.682 2.079  0.105
H 1.168 2.130 0.648  0.106
H 2.030 0.345 -0.678  0.121
H 1.962 -1.108 0.378  0.119
H -0.158 -1.261 -1.593  0.114
H 1.529 -1.576 -2.068  0.118
H 0.279 -2.621 0.238  0.087

---

Model d:
Entry from the Open Molecules 2025 dataset: the molecule C5H11NO (ωB97M-V with the def2-TZVPD basis set).

Computed properties:
SMILES string: C=CCCNCO
HOMO energy in Ha: -0.3118
Kohn-Sham gap in Eh: 0.347
2S+1: 1

Last column: Löwdin charge in e.
Geometry (Å):
C 0.579 -2.078 -1.481  -0.004
C 0.257 -1.553 -0.313  -0.195
C 1.161 -0.644 0.485  -0.191
C 1.064 0.856 0.122  -0.219
N -0.279 1.387 -0.090  -0.060
C -1.321 1.018 0.807  -0.314
O -2.395 1.947 0.787  -0.056
H -0.007 -2.864 -1.954  0.051
H 1.449 -1.875 -2.099  0.059
H -0.591 -1.948 0.233  0.093
H 2.216 -0.898 0.564  0.112
H 0.764 -0.665 1.487  0.087
H 1.630 1.096 -0.773  0.114
H 1.465 1.407 0.941  0.094
H -0.483 1.708 -1.017  0.110
H -1.792 0.055 0.574  0.109
H -0.943 1.079 1.828  0.130
H -2.773 1.973 -0.100  0.081

---

The structure with the greatest stability is model a.